No. 1
ORCA calculation (ωB97M-V with the def2-TZVPD basis set) on the molecule C5H8Si.

Results
Multiplicity: 1
SMILES: C1=C[SiH2]C=CC1
Relative energy (zero: lowest compared OMol25 entry of this formula, charge and spin) in eV: 0.0000
E_HOMO in eV: -9.48
Charge: 0

Each line ends with the Löwdin charge.
Geometry (Å):
C -1.03 1.09 0.10  -0.185
C 0.15 1.60 -0.04  -0.238
Si 1.53 0.44 0.00  0.615
C 0.91 -1.29 -0.24  -0.220
C -0.40 -1.40 -0.24  -0.193
C -1.34 -0.38 0.41  -0.187
H -1.93 1.66 0.02  0.091
H 0.31 2.62 -0.31  0.055
H 2.36 0.75 -1.12  -0.050
H 2.34 0.39 1.24  -0.046
H 1.62 -2.01 -0.56  0.046
H -0.83 -2.27 -0.67  0.082
H -2.37 -0.63 -0.04  0.128
H -1.33 -0.58 1.45  0.102

=====

No. 2
ORCA calculation (ωB97M-V with the def2-TZVPD basis set) on a cluster of 3 separate species, C15H27BBrF2O13P3 in total.

Results
Multiplicity: 1
SMILES: C[C@@H](F)CC1=C(B(O)O)C(=O)C(P(O)Br)=C(F)C1=O.COP(=O)(OC)OC.COP(=O)(OC)OC
E_HOMO in eV: -9.38
Charge: 0

Each line ends with the Löwdin charge.
Geometry (Å):
C 5.41 -1.06 3.21  -0.048
C 5.60 -0.39 1.77  -0.307
F 6.92 -0.77 1.28  -0.077
C 4.55 -0.88 0.66  -0.071
C 3.03 -0.73 1.07  -0.056
C 2.34 0.49 1.28  0.051
B 3.08 1.93 1.11  -0.478
O 3.56 2.54 2.33  0.111
O 3.25 2.52 -0.19  0.109
C 0.78 0.56 1.65  -0.222
O 0.21 1.68 1.56  0.054
C -0.03 -0.79 2.08  -0.225
P -1.77 -0.66 2.80  0.616
O -2.58 0.63 1.97  -0.397
Br -3.05 -2.48 2.36  0.276
C 0.68 -2.00 1.87  -0.116
F 0.10 -3.24 2.20  -0.008
C 2.16 -2.06 1.23  -0.177
O 2.56 -3.19 0.83  0.072
H 5.85 -2.11 3.23  0.095
H 6.06 -0.44 3.94  0.092
H 4.34 -0.99 3.61  0.085
H 5.63 0.74 1.92  0.142
H 4.77 -0.41 -0.37  0.150
H 4.74 -2.01 0.52  0.133
H 3.47 1.89 3.07  0.108
H 2.48 3.13 -0.29  0.129
H -3.17 1.06 2.63  0.054
C -2.15 2.63 -0.30  -0.149
O -3.11 3.64 -0.58  -0.316
P -2.59 5.26 -0.77  0.739
O -1.12 4.96 -0.49  -0.286
O -3.33 5.74 0.62  -0.236
C -4.14 4.87 1.40  -0.116
O -2.21 6.92 -1.07  -0.256
C -2.57 7.35 -2.38  -0.157
H -2.68 1.67 -0.23  0.078
H -1.42 2.56 -1.11  0.090
H -1.67 2.82 0.65  0.060
H -3.52 4.10 1.88  0.083
H -4.93 4.42 0.80  0.088
H -4.60 5.46 2.19  0.091
H -3.65 7.25 -2.52  0.077
H -2.04 6.76 -3.13  0.081
H -2.29 8.40 -2.49  0.087
C -3.12 -3.14 -1.54  -0.151
O -1.82 -3.32 -2.09  -0.322
P -1.45 -4.80 -2.88  0.740
O -2.81 -5.44 -2.60  -0.282
O -0.39 -5.24 -1.70  -0.227
C -0.05 -4.40 -0.61  -0.126
O -0.96 -6.20 -3.76  -0.255
C -0.61 -5.91 -5.12  -0.158
H -3.16 -2.14 -1.10  0.078
H -3.88 -3.21 -2.31  0.087
H -3.30 -3.86 -0.74  0.074
H -0.90 -4.28 0.07  0.077
H 0.30 -3.43 -0.96  0.085
H 0.76 -4.87 -0.05  0.086
H 0.23 -5.21 -5.15  0.076
H -1.47 -5.48 -5.64  0.081
H -0.31 -6.84 -5.61  0.086

=====

Gap between HOMO and LUMO in eV, matching the order above: 10.5; 7.0